Here is 2 unconnected molecules or ions with the total composition C5H12N2O2 at a distorted geometry from the Open Molecules 2025 dataset. Energies are from wB97M-V/def2-TZVPD.

Summary:
- 2S+1: 1
- Lowest unoccupied orbital energy: 0.8 eV
- Total charge: 0
- Frontier orbital gap: 10.146 eV
- HOMO level: -9.39 eV
- SMILES: C=CC[C@H](N)C(N)=O.O

Structure (XYZ):
```
21
Properties=species:S:1:pos:R:3:mulliken_charge:R:1
N -0.94991 -2.28052 0.21682 -0.70
C -0.58314 -1.11290 -0.61854 0.19
C -1.45962 0.13218 -0.31319 -0.60
C -0.71407 1.30385 -0.90902 -0.13
C -0.32445 2.49580 -0.47088 -0.75
C 0.88906 -0.89086 -0.39453 0.24
N 1.88595 -1.48291 -1.14811 -0.41
O 1.31542 -0.19608 0.52135 -0.56
H -1.91761 -2.49318 0.01387 0.29
H -0.84164 -2.02250 1.19661 0.27
H -0.68324 -1.35392 -1.67761 0.32
H -1.65175 0.28998 0.76202 0.27
H -2.47437 -0.13101 -0.60300 0.37
H -0.41654 1.09087 -1.93242 0.26
H 0.32957 3.09727 -1.08728 0.24
H -0.63041 2.93403 0.46328 0.23
H 1.62651 -2.09503 -1.90406 0.19
H 2.77274 -1.59449 -0.69216 0.24
H 0.51089 1.41032 3.05440 0.29
H 1.89612 1.20785 2.41779 0.36
O 1.42050 1.69125 3.10466 -0.63
```